The following is a quantum chemistry calculation of a structure of composition C21H19BrN2O2Ru at a distorted geometry, from the Open Molecules 2025 dataset.

Structure (ORCA input):
```
! wB97M-V def2-TZVPD RIJCOSX def2/J DEFGRID3
* xyz 2 1
Ru 1.14476 0.87329 -0.99175
O 3.40176 -3.72239 0.43666
C 3.89049 -2.93199 1.39761
C 4.76067 -3.40221 2.38991
C 5.21331 -2.55176 3.37346
C 4.81162 -1.21807 3.38367
C 3.95983 -0.73050 2.39529
C 3.49256 -1.57501 1.40979
C 2.60158 -1.06300 0.28507
O 2.66358 0.26577 0.10091
N 1.19598 -1.47107 0.52210
N 0.27629 -0.60261 0.13082
C -1.00525 -0.80518 0.34787
C -1.97183 0.21469 0.21504
Br -1.18147 1.98646 0.29078
C -3.31769 -0.03972 0.09510
C -4.47137 0.77468 -0.03868
C -5.68551 0.09366 -0.33614
C -6.86668 0.77687 -0.49137
C -6.88728 2.16583 -0.35083
C -5.71182 2.85823 -0.05347
C -4.52435 2.18350 0.10456
H 3.76908 -4.61914 0.48582
H 5.08348 -4.43213 2.36586
H 5.88048 -2.92122 4.13644
H 5.16622 -0.55536 4.15478
H 3.66657 0.30814 2.38254
H 2.92670 -1.59332 -0.64707
H 0.96071 -2.19923 1.19166
H -1.34490 -1.78020 0.68377
H -3.54084 -1.10093 0.03032
H -5.67015 -0.98138 -0.44165
H -7.77817 0.24264 -0.71466
H -7.81461 2.70742 -0.45871
H -5.73330 3.93089 0.07024
H -3.64929 2.74499 0.37840
C 1.98730 0.92497 -3.14048
C 2.32975 2.11893 -2.43294
C 1.14914 2.88155 -2.24891
C 0.06687 2.11044 -2.73574
C 0.57929 0.89618 -3.27902
H 2.68854 0.21639 -3.55467
H 3.33457 2.48937 -2.28735
H 1.09488 3.89022 -1.86229
H -0.95644 2.44652 -2.81497
H 0.01495 0.19479 -3.87778
*
```

ΔE to the lowest compared entry with this formula, charge and spin: 47.58 kcal per mole
E_LUMO (spin up / spin down): -9.7 / -9.7 eV

Here is what Löwdin gives for the atomic charges, in e:
1. Ru 1.245
2. O 0.074
3. C -0.278
4. C -0.001
5. C -0.051
6. C -0.056
7. C -0.023
8. C -0.115
9. C -0.405
10. O -0.170
11. N 0.077
12. N -0.159
13. C -0.149
14. C -0.528
15. Br 1.000
16. C -0.024
17. C -0.208
18. C -0.001
19. C -0.035
20. C -0.008
21. C -0.042
22. C -0.034
23. H 0.136
24. H 0.123
25. H 0.119
26. H 0.110
27. H 0.115
28. H 0.157
29. H 0.178
30. H 0.155
31. H 0.136
32. H 0.123
33. H 0.123
34. H 0.124
35. H 0.121
36. H 0.045
37. C -0.080
38. C -0.140
39. C -0.095
40. C -0.147
41. C -0.096
42. H 0.142
43. H 0.141
44. H 0.141
45. H 0.123
46. H 0.137

=====

The following is a quantum chemistry calculation of a structure of composition CH3NO7S2 at a distorted geometry, from the Open Molecules 2025 dataset.

Structure (ORCA input):
```
! wB97M-V def2-TZVPD RIJCOSX def2/J DEFGRID3
* xyz -2 1
C 0.90201 0.40910 -0.30119
N -0.02379 -2.18747 -2.12314
O -2.19748 -2.79508 -2.42001
O -3.96262 -1.61666 -0.59780
O -1.77396 -0.40354 -1.63619
O -3.52785 -3.74960 0.21922
O -3.30173 -1.83796 1.73673
O 1.52922 -0.53409 -0.93773
O -1.56797 -2.34947 -0.02439
S -1.43205 -1.85437 -1.59983
S -3.21233 -2.37168 0.33619
H 1.07302 0.31604 0.84355
H -0.06462 0.60178 -0.67361
H 1.35934 1.46012 -0.68154
*
```

ΔE to the lowest compared entry with this formula, charge and spin: 44.02 kcal per mole
E_LUMO (spin up / spin down): 6.3 / 5.4 eV

Here is what natural (NBO) gives for the atomic charges, in e:
1. C -0.261
2. N -0.817
3. O -0.938
4. O -0.995
5. O -0.980
6. O -1.034
7. O -1.042
8. O -0.392
9. O -0.894
10. S 2.308
11. S 2.547
12. H 0.119
13. H 0.262
14. H 0.117

=====

The following is a quantum chemistry calculation of a cluster of 2 separate species, C14H19BF13N2O10PS2 in total at a distorted geometry, from the Open Molecules 2025 dataset.

Structure (ORCA input):
```
! wB97M-V def2-TZVPD RIJCOSX def2/J DEFGRID3
* xyz 0 1
N 2.94484 -0.87122 1.14039
P 2.32932 -2.16336 1.78440
C 0.56140 -2.47386 1.28569
C 0.56692 -3.03191 -0.17109
C -0.14776 -2.32268 -1.32922
C 0.70873 -1.46211 -2.24779
F 1.27931 -0.43749 -1.57576
F -0.18495 -0.88145 -3.10839
C 1.73106 -2.25304 -3.14964
F 1.61066 -3.57496 -2.88890
F 1.37122 -2.12604 -4.43912
C 3.25125 -1.90809 -3.01892
F 3.61806 -1.58403 -1.77146
F 3.91670 -3.06171 -3.29147
C 3.86690 -0.89199 -4.03159
F 5.17634 -0.79631 -3.70172
F 3.84311 -1.40397 -5.26576
C 3.29871 0.55227 -4.07752
F 1.95791 0.58085 -4.06770
F 3.68487 1.07593 -5.26366
C 3.82796 1.55351 -3.00580
F 3.59006 1.15673 -1.76283
F 5.10903 1.84666 -3.19073
F 3.14121 2.69727 -3.20137
O 0.29482 -3.66805 2.09693
S -1.25637 -3.74021 2.55082
O -1.34608 -3.83172 3.96358
O -1.84622 -4.75817 1.75412
O -1.65176 -2.30060 2.05974
C -0.44275 -1.43916 1.84154
C -0.09869 -1.02789 3.27615
N 0.77954 0.14128 3.31345
C -0.98710 -0.30374 0.98103
B -1.82303 0.81579 1.79290
O -2.99191 0.41567 2.39440
O -1.37248 2.09719 1.90972
H 3.76392 -1.12096 0.59720
H 2.94238 -3.37878 1.42452
H 2.32244 -2.18616 3.18776
H 1.61134 -3.18573 -0.46331
H 0.16662 -4.04332 -0.11288
H -1.00241 -1.70758 -1.07849
H -0.54687 -3.09486 -1.99239
H 0.37803 -1.85025 3.82114
H -1.01419 -0.81741 3.83506
H 1.35759 0.27631 2.49370
H 1.30260 0.22495 4.16962
H -0.21017 0.14796 0.35941
H -1.74723 -0.75798 0.34081
H -3.75797 0.90777 2.08128
H -0.90656 2.35020 1.10540
O -3.30326 3.23265 1.36316
S -4.43877 3.93936 1.84459
O -5.19462 3.44935 2.93872
O -5.42180 4.23631 0.61107
C -5.65867 5.64454 0.49135
C -4.39902 6.28560 1.03447
O -4.03108 5.45429 2.14281
H -6.53093 5.90021 1.09577
H -5.84778 5.90543 -0.54631
H -4.55579 7.30725 1.36794
H -3.58859 6.26148 0.30314
*
```

E_LUMO: 0.3 eV
structure (SMILES): N=[PH2][C@@]1(CCC(F)(F)C(F)(F)C(F)(F)C(F)(F)C(F)(F)C(F)(F)F)OS(=O)(=O)O[C@]1(CN)CB(O)O.O=S1(=O)OCCO1

Here is what natural (NBO) gives for the atomic charges, in e:
1. N -1.326
2. P 1.341
3. C -0.053
4. C -0.446
5. C -0.459
6. C 0.647
7. F -0.320
8. F -0.328
9. C 0.579
10. F -0.308
11. F -0.296
12. C 0.580
13. F -0.297
14. F -0.301
15. C 0.590
16. F -0.302
17. F -0.282
18. C 0.549
19. F -0.293
20. F -0.295
21. C 0.927
22. F -0.290
23. F -0.291
24. F -0.310
25. O -0.739
26. S 2.564
27. O -0.899
28. O -0.906
29. O -0.719
30. C 0.316
31. C -0.287
32. N -0.865
33. C -0.819
34. B 1.176
35. O -0.925
36. O -0.865
37. H 0.384
38. H -0.044
39. H -0.054
40. H 0.221
41. H 0.267
42. H 0.250
43. H 0.245
44. H 0.197
45. H 0.231
46. H 0.389
47. H 0.376
48. H 0.248
49. H 0.245
50. H 0.510
51. H 0.489
52. O -0.906
53. S 2.549
54. O -0.892
55. O -0.689
56. C -0.099
57. C -0.101
58. O -0.682
59. H 0.195
60. H 0.213
61. H 0.216
62. H 0.194